# 1
Molecular formula: C27H40N3O2
Method: DFT, ωB97M-V with the def2-TZVPD basis set

The total energy comes out at -37206.4319 eV. The HOMO-LUMO gap comes out at 0.29215 Ha. As for the total charge: +1. The energy above the lowest of the compared OMol25 structures with the same formula, charge and spin is 0.0 kcal per mole. The SMILES is COCC[NH+](CCOC)C(c1ccc2c(c1)CCCN2C)c1ccc2c(c1)CCCN2C. For the highest occupied orbital energy, the calculation gives -0.356 hartree.

Last column: Löwdin charge in e.
Geometry (Å):
C: 2.43114 4.59460 -1.67795  -0.09
O: 1.31284 3.85032 -1.18501  -0.19
C: 1.34284 3.69293 0.22663  -0.21
C: -0.02926 3.22403 0.69579  -0.05
N: -0.15715 1.70882 0.94106  0.01
C: -1.44289 1.31135 0.20356  -0.08
C: -1.09190 0.93352 -1.21648  -0.18
O: 0.14198 0.20488 -1.16008  -0.21
C: 0.40933 -0.51446 -2.36382  -0.07
C: -0.08667 1.38493 2.40766  -0.17
C: 1.22852 0.74302 2.86639  -0.15
C: 1.27875 -0.49518 3.53160  -0.04
C: 2.46279 -1.11291 3.87743  0.00
C: 3.69494 -0.43672 3.68974  -0.15
C: 3.63242 0.92474 3.27039  -0.15
C: 2.43138 1.47317 2.82399  0.00
C: 4.87122 1.75749 3.31455  -0.15
C: 6.01874 1.12904 4.10974  -0.16
C: 6.14988 -0.34721 3.80026  -0.18
N: 4.89772 -1.04238 3.92849  -0.14
C: 5.06789 -2.48123 3.93438  -0.04
C: -1.35695 0.65604 2.83234  -0.22
C: -1.54276 -0.73030 2.63118  -0.08
C: -2.74253 -1.33762 2.97337  0.01
C: -3.83453 -0.56156 3.42559  -0.16
C: -3.67956 0.84894 3.54065  -0.14
C: -2.44146 1.42005 3.27254  0.01
C: -4.83995 1.71208 3.90125  -0.15
C: -5.95589 0.95429 4.61169  -0.16
C: -6.23578 -0.37465 3.92959  -0.17
N: -5.03351 -1.14460 3.71922  -0.14
C: -5.22892 -2.55954 3.48620  -0.05
H: 2.21308 4.80447 -2.72724  0.09
H: 2.58691 5.55081 -1.14840  0.09
H: 3.36978 4.02442 -1.60467  0.09
H: 2.16124 3.00610 0.52351  0.12
H: 1.52984 4.66160 0.74106  0.14
H: -0.28567 3.70405 1.64860  0.13
H: -0.78850 3.49972 -0.04869  0.13
H: 0.59145 1.21360 0.42642  0.16
H: -1.90085 0.42483 0.63876  0.12
H: -2.15644 2.13919 0.26516  0.14
H: -1.90606 0.28526 -1.60727  0.15
H: -0.98677 1.83711 -1.84633  0.14
H: 1.38225 -0.98811 -2.21880  0.10
H: -0.34392 -1.29992 -2.55348  0.10
H: 0.42532 0.14405 -3.24965  0.10
H: -0.09985 2.36623 2.89877  0.14
H: 0.35961 -1.00398 3.81222  0.10
H: 2.43531 -2.10980 4.32942  0.11
H: 2.42509 2.51880 2.50563  0.11
H: 4.63715 2.73663 3.75425  0.12
H: 5.22268 1.95325 2.28746  0.13
H: 5.86077 1.26795 5.18672  0.12
H: 6.95693 1.61489 3.83934  0.12
H: 6.85220 -0.83101 4.48774  0.13
H: 6.54042 -0.49080 2.77786  0.13
H: 4.12079 -3.01492 4.04935  0.07
H: 5.55896 -2.81432 3.00269  0.10
H: 5.73680 -2.74731 4.76628  0.10
H: -0.74853 -1.32906 2.18238  0.12
H: -2.84683 -2.42062 2.86167  0.10
H: -2.31678 2.50218 3.39420  0.13
H: -4.49489 2.53742 4.53414  0.12
H: -5.25364 2.17789 2.99092  0.13
H: -6.87215 1.54743 4.59714  0.12
H: -5.67785 0.78225 5.65832  0.12
H: -6.73953 -0.19584 2.96026  0.14
H: -6.90421 -0.99227 4.53926  0.12
H: -4.44869 -3.15140 3.98262  0.09
H: -6.20520 -2.83183 3.90227  0.09
H: -5.22538 -2.80522 2.41165  0.10

***

# 2
Molecular formula: C27H40N5Pd
Method: DFT, ωB97M-V with the def2-TZVPD basis set

As for the multiplicity: 3. The total energy comes out at -39571.4494 eV. The HOMO-LUMO gap (spin up / spin down) comes out at 0.25276 / 0.14902 Ha. As for the total charge: +1. The energy above the lowest of the compared OMol25 structures with the same formula, charge and spin is 37.1 kcal per mole. For the highest occupied orbital energy (spin up / spin down), the calculation gives -0.366 / -0.365 hartree.

Last column: Löwdin charge in e.
Geometry (Å):
Pd: -0.16890 -0.37530 -0.28760  0.74
C: -2.04670 2.74810 -0.40560  -0.09
N: -1.97740 1.41770 0.19740  -0.29
C: -1.99390 1.55990 1.66300  -0.10
C: -3.17730 0.70230 -0.26150  -0.20
C: -3.31610 -0.65850 0.39950  -0.20
N: -2.13940 -1.49000 0.14210  -0.34
C: -2.30210 -2.15430 -1.15620  -0.10
C: -2.00970 -2.47080 1.21980  -0.08
H: -3.01320 3.22460 -0.19750  0.10
H: -1.92840 2.66870 -1.48500  0.09
H: -1.27510 3.39070 0.00200  0.05
H: -3.00950 1.75490 2.02680  0.10
H: -1.36400 2.39650 1.95870  0.07
H: -1.60280 0.65970 2.14300  0.08
H: -3.11170 0.59600 -1.34810  0.12
H: -4.08530 1.28630 -0.03760  0.13
H: -4.22240 -1.15460 0.02670  0.13
H: -3.43530 -0.52300 1.47600  0.11
H: -3.20170 -2.78500 -1.16250  0.10
H: -1.43730 -2.77600 -1.38190  0.05
H: -2.39830 -1.40590 -1.94700  0.09
H: -2.87810 -3.14280 1.23270  0.10
H: -1.95560 -1.95310 2.17900  0.09
H: -1.10430 -3.06140 1.10170  0.06
C: 1.46230 1.11330 -3.80850  -0.07
C: 1.04210 1.95000 -2.59840  -0.21
C: 2.23140 2.25810 -1.72940  -0.20
C: 2.97120 3.41800 -1.88260  -0.03
C: 4.07110 3.66470 -1.07580  -0.04
C: 4.44490 2.74860 -0.11060  -0.03
C: 3.76110 1.55220 0.04460  -0.18
C: 4.20360 0.57560 1.10360  -0.20
C: 5.51410 -0.12940 0.73940  -0.07
C: 2.64640 1.31350 -0.77840  -0.22
N: 1.95510 0.09740 -0.70470  0.04
C: 2.65280 -0.96080 -1.01350  -0.07
C: 2.15320 -2.26100 -0.94780  -0.24
C: 2.82850 -3.47910 -1.21900  0.01
C: 1.91680 -4.47440 -0.98490  -0.01
C: 0.71740 -3.83110 -0.59850  -0.10
N: 0.85400 -2.51140 -0.57270  0.04
H: 0.61360 0.93610 -4.46520  0.08
H: 1.86380 0.15410 -3.48920  0.06
H: 2.23220 1.63610 -4.37200  0.08
H: 0.28330 1.38000 -2.01490  0.07
H: 0.59460 2.88270 -2.94780  0.11
H: 2.68840 4.13520 -2.63740  0.13
H: 4.63340 4.57580 -1.19730  0.12
H: 5.29910 2.95020 0.51750  0.13
H: 3.42660 -0.17140 1.28470  0.10
H: 4.36160 1.12370 2.03620  0.12
H: 5.39970 -0.75310 -0.14400  0.06
H: 5.83390 -0.76430 1.56220  0.08
H: 6.29550 0.59900 0.54100  0.08
H: 3.68000 -0.83110 -1.35660  0.14
H: 3.85120 -3.56150 -1.53040  0.12
H: 2.05260 -5.53270 -1.06710  0.11
H: -0.20060 -4.33940 -0.35930  0.12
N: 0.93090 2.63990 1.19180  0.11
C: 1.42620 3.89480 0.93390  -0.32
C: 2.34670 4.48110 1.80930  -0.05
C: 2.79880 5.76330 1.58870  -0.09
C: 2.33490 6.49860 0.50720  -0.10
C: 1.41180 5.93520 -0.35850  -0.09
C: 0.97780 4.64040 -0.16550  -0.07
H: 1.39300 2.11570 1.91870  0.11
H: 0.56110 2.08140 0.42420  0.05
H: 2.71170 3.91220 2.65290  0.11
H: 3.51770 6.19860 2.26200  0.10
H: 2.69070 7.50010 0.33460  0.10
H: 1.02970 6.50940 -1.18710  0.11
H: 0.30120 4.19490 -0.87560  0.09